# 1
24
Properties=species:S:1:pos:R:3 method="wB97M-V/def2-TZVPD" e_homo_ha=-0.4282 total_charge=+1 orbital_gap_ev=2.489
C 1.59436 0.92955 -0.54089
N 1.89371 -0.48055 -0.34165
H -0.00937 -1.27595 -0.32780
C 2.63303 1.82124 0.27421
H 0.57402 1.08310 -0.17109
N -5.13614 -0.66660 -2.71583
H 1.35117 -2.36371 -0.07788
H 0.30217 -2.23329 1.95124
H -0.56493 -0.33697 3.02594
H 3.53592 1.88211 -0.31381
O -1.14804 0.70869 0.25201
H -0.58771 0.22075 1.52612
H 2.61403 -0.95750 -0.87842
H 1.64056 -1.24268 2.26704
H 1.79944 1.25045 -1.58032
C 0.73400 -1.27513 1.71961
C 0.92152 -1.40075 0.16171
H 2.78012 1.22478 1.22730
H -6.04649 -0.99571 -3.13952
H 2.21905 2.76546 0.29855
H -4.60185 0.04960 -3.28418
H -5.12594 -0.27890 -1.80879
H -1.45274 1.63440 0.18050
N 0.08011 -0.06239 2.29593


# 2
19
Properties=species:S:1:pos:R:3 method="wB97M-V/def2-TZVPD" e_homo_ha=-0.3101 orbital_gap_ev=7.759
C 0.40466 1.56771 0.22092
H 0.33002 1.05186 -0.87106
H -2.33843 -0.80509 -2.62353
C -2.44078 -0.27986 -1.65504
H -3.35874 0.18365 -1.56080
H -1.63156 0.43388 -1.50814
N 0.28460 -1.92348 -0.11831
C 3.44093 -0.31239 0.07698
O -3.04919 -1.26029 0.49860
S 4.68013 -0.33061 -0.84483
H 1.40355 -0.85356 2.55264
C 1.49062 -0.29548 1.60111
C 0.56591 0.70043 1.41398
C -2.18041 -1.14362 -0.32444
H -0.26442 0.87848 2.20196
H -0.44879 2.34795 0.42414
H 1.34505 2.07436 -0.09712
C -0.80875 -1.55775 -0.22770
N 2.57561 -0.47619 0.84066


# 3
14
Properties=species:S:1:pos:R:3 method="wB97M-V/def2-TZVPD" e_homo_ha=-0.3319 smiles=C[C@]12CC[C@H]1O2 orbital_gap_ev=10.028
H -1.58556 1.30814 1.03419
H 1.93708 0.09128 0.66024
C 0.55522 -0.67988 0.84009
C 1.74936 -0.04658 -0.40131
H 2.33240 -0.77932 -0.95226
H 0.58020 -0.14032 1.81649
H -2.22576 0.91089 -0.58575
C -0.43271 -0.07192 -0.10170
H 0.55349 -1.75047 1.01320
C -1.73566 0.50752 0.30114
H 0.37024 1.22466 -1.80513
H -2.35585 -0.27457 0.74532
C 0.52040 0.42482 -1.08467
O -0.31393 -0.72867 -1.34631


# 4
8
Properties=species:S:1:pos:R:3 method="wB97M-V/def2-TZVPD" e_homo_ha="-0.4984 / -0.4994" total_charge=+1 orbital_gap_ev="6.147 / 6.197"
Cl -1.25581 2.09192 0.01048
Cl -1.90409 -0.69259 0.37260
H -0.05511 0.18905 -0.83164
C 0.94595 -0.43604 2.36335
C -0.87282 0.48058 -0.18799
N -1.24465 -1.31057 2.46813
O 1.98320 0.04871 2.25213
N -0.13656 -0.94285 2.63195


# 5
22
Properties=species:S:1:pos:R:3 method="wB97M-V/def2-TZVPD" e_homo_ha="-0.3872 / -0.5083" total_charge=+1 s2=2.021 orbital_gap_ev="7.791 / 8.407" spin_multiplicity=3
H 2.67049 1.94892 -0.02949
C 2.98106 -0.78121 0.26292
N -2.59816 -0.67576 -0.50466
C 2.00327 1.26245 -0.65758
C 0.65376 -0.71091 -0.29576
H 1.09159 1.70110 -0.82657
H 3.36961 -0.36106 1.24601
H 2.46914 0.98029 -1.56521
H -1.51334 -1.97475 1.24930
N -1.93385 0.42805 -0.79786
H 2.74049 -1.84559 0.32183
C -1.31216 -2.11752 0.20615
H -2.74625 1.40182 1.08503
H -3.05186 -1.14806 -1.36619
N 1.73768 -0.03916 -0.11857
H 3.70539 -0.46588 -0.45558
H -1.69239 -3.07763 -0.20768
N -0.13370 -1.65111 -0.22811
H -3.17300 -0.65307 0.27013
H -1.77262 2.34284 -0.10688
H -0.99803 1.14323 0.91737
C -1.89225 1.35606 0.33392


# 6
19
Properties=species:S:1:pos:R:3 method="wB97M-V/def2-TZVPD" e_homo_ha=-0.2756 orbital_gap_ev=7.592
O 0.81152 0.88559 -1.72168
H 0.52697 -1.13707 -1.43059
H -1.88145 -0.54074 -1.79321
C -1.50573 -0.39749 0.32258
N -1.95471 0.41531 1.26614
H 0.54783 -0.86135 1.46219
C -1.35630 0.06857 -1.05017
H -1.42477 -1.45217 0.53983
H 2.99546 -0.35394 1.29410
H 0.78363 0.84482 0.98716
H 2.76774 0.10922 -0.40006
O -1.65265 1.43018 -1.18615
C 0.91947 -0.19329 0.68007
H -0.81401 1.79737 -1.55440
H 2.50490 -1.56473 0.11012
H -1.87945 0.17592 2.24169
H -2.03946 1.39114 1.00444
C 2.38086 -0.51830 0.40334
C 0.27017 -0.09906 -1.17540